[1]
30
Properties=species:S:1:pos:R:3:forces:R:3 method="wB97M-V/def2-TZVPD" spin_multiplicity=3 total_energy_ev=-30861.4560 s_squared=2.007 charge=+1
C -0.244313 1.046753 -0.494819 0.584 -2.451 0.442
C -0.930765 -1.831671 1.412279 -0.321 0.298 -0.286
C -0.580999 -2.281011 -0.063831 1.329 -0.384 1.170
C 0.333615 -1.626441 2.358658 -0.331 0.764 -0.444
C 0.362056 -1.396062 -0.847627 -5.733 0.273 1.318
C 1.735954 -0.612741 0.598627 1.301 2.856 3.599
C -1.913026 2.159521 -1.846902 -2.000 0.272 -1.951
C -0.791026 3.330669 0.066934 2.441 -0.694 -1.246
C 3.061262 -0.839599 -0.084129 1.054 0.692 1.313
N -0.317782 -0.137394 -1.112025 0.426 -0.073 -0.762
N -1.052314 2.041896 -0.693244 0.117 1.592 0.054
O 1.653780 -1.323558 1.743294 -1.310 -0.282 -1.343
F 3.523008 0.349088 -0.548633 0.185 0.105 0.145
F 3.013072 -1.629131 -1.184845 -0.036 -0.507 0.278
S 0.992679 1.146292 0.743791 0.949 -1.880 -0.194
H -1.678543 -0.986912 1.434621 1.333 -0.218 -0.128
H -1.566890 -2.610520 1.882338 0.696 0.040 -0.312
H -0.095811 -3.248602 0.082714 -0.125 -0.178 -0.423
H -1.483191 -2.423125 -0.680851 -0.040 -0.012 0.412
H 0.139970 -0.808196 3.051068 -0.101 0.118 -0.089
H 0.571407 -2.478355 2.979992 -0.098 -0.397 -0.218
H 0.929085 -1.670035 -1.625433 2.034 -1.417 -2.428
H -2.990469 2.213621 -1.529198 0.972 -0.285 -0.148
H -1.760839 3.120385 -2.399722 0.329 -0.632 0.682
H -1.853302 1.379373 -2.683265 0.309 0.752 1.653
H -1.673787 3.992967 -0.117738 1.187 -0.412 0.450
H -0.552469 3.058698 1.127289 -0.871 0.557 -0.806
H 0.283413 3.677517 -0.377073 -2.834 0.016 0.966
H 3.776992 -1.257137 0.719697 -0.869 0.325 -1.511
H -0.890769 -0.356292 -1.911964 -0.576 1.164 -0.194

***

[2]
16
Properties=species:S:1:pos:R:3:forces:R:3 method="wB97M-V/def2-TZVPD" spin_multiplicity=4 total_energy_ev=-14325.7708 s_squared=3.759 charge=0
O 1.825739 0.172679 -1.267385 3.311 -1.730 -1.259
C 2.000290 -0.646230 -0.187653 -2.017 0.998 3.415
C 0.613119 -1.249489 0.082333 0.934 -0.222 1.215
O -0.176216 -0.107461 0.435779 -2.018 -3.574 2.663
C -1.600405 -0.118555 0.163018 -1.777 -0.391 0.430
C -1.990223 1.235276 -0.362731 2.215 -0.168 -0.589
Pt 0.468026 1.367915 -0.603038 -5.691 4.625 -6.065
H 2.611560 -1.156608 0.582089 2.069 -0.615 -2.569
H 0.625642 -1.945904 0.933737 -0.072 0.165 -0.139
H 0.191746 -1.776791 -0.790280 0.251 0.401 0.059
H -2.073412 -0.365287 1.127874 0.071 -0.071 -0.302
H -1.807074 -0.923825 -0.558063 0.099 0.236 0.163
H -2.359835 1.946397 0.383868 0.137 -0.197 -0.410
H -2.500098 1.229503 -1.332609 0.125 0.107 0.501
H 2.445419 0.489078 0.770902 -1.662 -1.918 -1.263
F 1.725729 1.849299 0.622159 4.025 2.354 4.151

***

[3]
53
Properties=species:S:1:pos:R:3:forces:R:3 method="wB97M-V/def2-TZVPD" spin_multiplicity=4 total_energy_ev=-159166.5472 relative_energy_kcal_mol=0.2 s_squared=3.761 charge=-1
Co 0.191108 -0.114170 0.396828 0.351 0.086 -0.915
C -1.948478 2.222576 -0.362120 0.110 -0.024 -0.064
N -0.774934 1.595151 -0.975228 -0.142 -0.005 0.194
C 0.293861 2.576481 -1.238984 0.091 -0.066 0.160
C 1.489580 2.324817 -0.312687 -0.004 -0.151 -0.015
N 1.821739 0.910756 -0.216434 0.012 -0.481 -0.245
C 2.630324 0.309872 -1.135461 0.052 0.149 0.138
C 2.995269 -1.047814 -0.934643 -0.260 0.196 0.027
F 2.545984 -1.656299 0.178350 -0.167 -0.088 0.184
C 3.753330 -1.798403 -1.797400 -0.011 0.139 0.057
F 4.015501 -3.075215 -1.522213 0.031 -0.285 0.085
C 4.272587 -1.226782 -2.942742 0.012 -0.089 -0.032
F 5.024935 -1.937325 -3.795779 0.084 -0.092 -0.081
C 3.994579 0.095476 -3.174084 -0.041 0.169 0.016
F 4.490807 0.682011 -4.270316 0.053 0.130 -0.155
C 3.211612 0.839194 -2.306722 0.012 -0.114 0.122
F 3.028970 2.131446 -2.658162 -0.126 0.223 -0.058
C -1.148758 0.822946 -2.166773 0.002 -0.020 0.038
C -1.708596 -0.533789 -1.790677 0.023 -0.144 0.222
N -0.774183 -1.242312 -0.927083 0.473 -0.245 0.138
C -0.385920 -2.522904 -1.205310 -0.160 -0.055 0.134
C -0.341274 -3.158023 -2.459374 0.077 0.005 0.058
F -0.659804 -2.482170 -3.584725 -0.004 0.077 -0.159
C 0.098564 -4.458120 -2.644178 -0.082 0.123 -0.132
F 0.130205 -4.967867 -3.881758 -0.019 -0.048 -0.173
C 0.532644 -5.222940 -1.591771 0.067 -0.100 0.041
F 0.969277 -6.477618 -1.778485 0.021 -0.099 -0.017
C 0.521265 -4.653373 -0.333961 0.012 -0.008 -0.047
F 0.934749 -5.370033 0.714629 0.031 -0.055 0.143
C 0.070809 -3.369301 -0.159479 -0.130 0.341 -0.170
F 0.073138 -2.890803 1.092029 0.014 0.232 0.239
H -2.643763 1.466127 -0.000955 0.002 -0.026 -0.035
H -2.470172 2.875193 -1.078898 0.009 0.005 0.016
H -1.639779 2.812268 0.499053 0.023 -0.016 0.017
H -0.084283 3.593272 -1.093697 0.004 0.035 -0.027
H 0.616566 2.496327 -2.273558 0.010 -0.037 -0.149
H 1.211222 2.649081 0.693083 0.004 -0.028 0.048
H 2.336632 2.934672 -0.629529 -0.004 0.075 0.015
H -0.253703 0.662330 -2.767336 0.071 0.007 0.006
H -1.879958 1.377544 -2.775160 0.028 0.047 -0.043
H -1.947563 -1.071957 -2.702497 -0.061 -0.019 -0.056
H -2.655888 -0.392166 -1.253330 -0.024 -0.029 0.020
Se -0.821516 0.584473 2.379434 -0.658 0.410 0.622
C -0.191527 -0.038002 4.059323 0.156 -0.118 -0.200
C -1.079016 -0.122409 5.130168 0.029 0.007 0.114
C -0.603985 -0.503231 6.375526 0.136 -0.037 -0.046
N 0.671604 -0.812275 6.631337 -0.101 0.045 -0.129
C 1.509281 -0.747414 5.592870 -0.098 -0.002 0.036
C 1.135744 -0.374728 4.310043 0.070 -0.062 0.064
H -2.127253 0.110397 4.984151 0.050 -0.006 0.047
H -1.285641 -0.569160 7.219641 0.017 0.011 -0.037
H 2.543856 -1.007100 5.802519 -0.047 0.012 -0.031
H 1.868449 -0.346007 3.513228 0.002 0.024 0.019

***

[4]
12
Properties=species:S:1:pos:R:3:forces:R:3 method="wB97M-V/def2-TZVPD" total_energy_ev=-10822.8044 relative_energy_kcal_mol=66.5 charge=0
N -1.140593 -1.123731 -0.009191 -0.048 0.133 0.219
C -0.950900 -0.210553 0.869302 0.024 -0.058 -0.116
O -1.427503 0.185068 1.976313 -0.022 -0.079 -0.114
C -0.001389 0.871001 0.970659 0.123 0.106 0.013
O 1.298872 0.929779 -0.616574 -0.067 -0.240 -0.211
C 1.331844 0.164390 -1.590309 0.046 0.098 0.060
O 0.573252 -0.837831 -1.841301 0.062 0.136 0.080
H -0.194079 -1.017891 -1.085344 -0.069 -0.006 0.080
H -1.906065 -1.754959 0.204345 0.062 0.048 -0.014
H -0.326001 1.872483 0.723154 0.016 -0.174 0.017
H 0.838462 0.748456 1.639539 -0.090 0.000 -0.109
H 2.095326 0.330214 -2.363713 -0.038 0.037 0.096

***

[5]
9
Properties=species:S:1:pos:R:3:forces:R:3 method="wB97M-V/def2-TZVPD" smiles="OP(F)F.C=O" total_energy_ev=-19905.8031 relative_energy_kcal_mol=45.3 charge=0
O -1.461627 -1.256917 -0.422890 2.149 -0.328 -1.378
P -1.482345 0.047774 0.500898 -2.657 0.781 -0.489
F -1.723882 1.332495 -0.474814 1.070 -0.747 0.051
F -3.118528 -0.032362 0.656752 1.374 -0.376 0.730
H -0.546536 -1.495147 -0.809759 -1.883 0.679 1.137
C 2.111136 0.344111 0.129621 -2.588 -1.579 -0.597
O 1.454525 -0.567579 -0.346874 1.309 0.765 0.213
H 1.637973 1.086596 0.698281 -1.230 1.327 1.102
H 3.129288 0.541027 0.068787 2.457 -0.523 -0.770

***

[6]
22
Properties=species:S:1:pos:R:3:forces:R:3 method="wB97M-V/def2-TZVPD" total_energy_ev=-15975.3796 relative_energy_kcal_mol=101.4 charge=+1
C 2.009745 0.023303 -0.463421 0.023 -2.705 -2.079
C 0.242141 0.718655 0.016542 0.111 0.204 -0.532
C -0.584981 -1.251189 -0.802812 1.697 0.195 0.845
C 3.156712 -0.511871 -0.882701 -1.270 2.657 2.907
C -2.236672 0.443378 0.540413 4.415 -0.625 0.476
C 2.164029 2.055241 1.095033 1.551 1.430 0.569
C -3.020977 -1.602740 -0.557152 4.065 -3.189 3.215
N 1.502673 1.083181 0.282212 -0.601 0.982 0.539
N -1.786851 -0.714705 -0.288967 -2.659 -1.160 -0.431
N 0.618199 -0.327055 -0.859986 -4.607 2.232 2.337
O -0.870206 1.214971 0.477604 0.436 0.329 0.333
O -0.435668 -2.373460 -1.129764 -0.476 -0.653 -0.542
H 3.183147 -1.482365 -1.254184 0.218 -1.220 -1.113
H 3.979426 0.002866 -0.398103 0.590 -0.427 -0.530
H -3.025534 1.198251 0.269672 0.863 -1.157 -0.656
H -2.343105 0.184085 1.667254 0.156 0.211 -1.984
H 1.685658 3.065113 1.143255 0.339 -0.878 -0.863
H 2.197049 1.781502 2.140486 -0.019 -0.612 0.252
H 3.246460 2.103676 0.752337 -1.480 0.277 0.285
H -2.734320 -2.702596 -0.786695 -0.033 2.062 0.274
H -3.514875 -1.700080 0.411260 -0.700 0.503 -0.467
H -3.432051 -1.208162 -1.372282 -2.621 1.545 -2.834

***

[7]
67
Properties=species:S:1:pos:R:3:forces:R:3 method="wB97M-V/def2-TZVPD" smiles="COC[C@H](C)N.COC[C@H](C)N.COC[C@H](C)N.NC(N)=O.NC(N)=O" total_energy_ev=-35849.0625 relative_energy_kcal_mol=73.4 charge=0
C -0.611317 -4.431504 -2.633577 1.256 1.576 -0.424
O 0.583653 -3.556434 -2.668507 -1.778 -1.122 1.532
C 1.034983 -3.379494 -3.958307 2.227 1.608 -0.399
C 2.171843 -2.254804 -3.883167 -1.306 -0.394 0.628
C 1.575063 -0.909764 -3.452057 -0.256 -1.106 0.029
N 2.972573 -1.987524 -5.066947 -0.201 -0.219 -0.528
H -0.386867 -5.352844 -3.171027 -0.134 -0.136 0.127
H -1.392187 -3.864064 -3.139897 -0.274 -0.264 -0.170
H -0.935707 -4.601814 -1.607007 0.463 -0.012 -0.044
H 1.497433 -4.312734 -4.279717 -0.152 -0.170 -0.697
H 0.252503 -2.992864 -4.611247 -0.195 -0.316 -0.393
H 2.868883 -2.539704 -3.095087 -0.346 -0.471 0.391
H 2.445613 -0.321954 -3.160957 -0.556 0.600 0.161
H 0.857913 -1.082894 -2.649677 0.469 0.266 0.433
H 0.990013 -0.471844 -4.260787 0.383 0.184 -0.328
H 3.809533 -1.586274 -4.668707 0.343 0.210 -0.510
H 3.260293 -2.824374 -5.553777 0.047 -0.256 0.037
C -3.380857 3.478416 -2.008507 -0.245 -0.546 -0.083
O -3.303577 3.772536 -0.579607 0.437 -0.027 -2.333
C -4.601397 3.628316 -0.008877 0.947 0.244 0.649
C -4.475807 4.061326 1.506893 -0.223 -0.547 -0.805
C -3.390277 3.310276 2.309883 -0.695 0.775 -0.715
N -5.770187 4.126286 2.196563 0.356 0.509 -0.342
H -4.240277 3.828106 -2.580527 -0.613 0.660 0.817
H -3.466867 2.404876 -2.176477 0.041 -0.401 0.316
H -2.578757 3.809556 -2.668107 0.689 0.367 1.002
H -5.229887 4.283406 -0.612167 -0.590 0.233 0.512
H -4.921537 2.605706 -0.208597 -0.318 -0.323 0.529
H -4.082277 5.075406 1.437073 -0.334 0.252 0.074
H -2.438417 3.710766 1.961083 0.173 -0.519 -0.055
H -3.474207 2.231686 2.176773 0.149 0.011 0.231
H -3.485817 3.635326 3.345893 -0.093 -0.377 0.073
H -6.271247 3.259776 2.331483 0.364 -0.361 -0.137
H -6.365567 4.714436 1.631133 -0.313 0.145 0.156
C 2.668503 -1.976284 -0.286417 -0.264 -0.694 -0.716
O 3.253833 -2.253044 0.942423 -0.394 -0.530 1.130
C 3.514273 -1.108034 1.693323 0.844 1.100 -0.541
C 4.252643 -1.429264 2.964953 0.945 -0.415 1.466
C 3.484053 -2.311714 3.930313 -0.890 -1.482 -0.457
N 4.637613 -0.225654 3.694643 0.703 1.130 0.225
H 2.954063 -2.839104 -0.888147 -0.721 -0.072 -0.224
H 3.025493 -1.104464 -0.834687 0.467 0.428 0.416
H 1.595953 -1.816994 -0.175257 -0.143 -0.261 -0.279
H 4.104833 -0.544894 0.970683 0.753 0.810 0.597
H 2.712703 -0.411424 1.938943 -0.907 -0.456 -0.065
H 5.209263 -1.891874 2.722153 -0.208 -0.676 -0.370
H 2.519573 -1.915084 4.247423 -0.091 0.449 -0.227
H 3.948213 -2.634444 4.862253 0.738 0.559 -0.072
H 3.274823 -3.269534 3.453963 -0.247 -0.072 -0.255
H 4.507293 -0.311164 4.692543 -0.879 -0.184 0.088
H 5.646433 -0.177914 3.704683 0.249 0.405 -0.612
N -1.462997 0.512516 2.928093 -4.574 4.163 -1.829
C -0.601587 -0.291834 3.379443 3.219 -2.635 2.991
N -0.046707 -1.064284 2.464933 0.768 -1.626 -1.880
O -0.320477 -0.295684 4.565593 0.714 -0.250 1.160
H -1.894607 1.039126 3.674083 -0.412 0.119 -0.581
H -1.851097 0.418096 2.000423 -0.075 0.446 0.351
H -0.534407 -1.066454 1.580483 0.836 -0.449 -0.133
H 0.652373 -1.758434 2.687493 -0.316 0.189 -0.065
N -0.722147 2.024626 0.132913 -2.178 2.103 2.468
C -0.134407 1.347906 -0.819247 0.544 -1.253 0.059
N -0.773317 1.484836 -1.976557 -0.873 0.177 -1.890
O 0.779923 0.601976 -0.625727 2.493 -1.145 0.022
H -1.607147 2.433896 -0.130497 0.179 0.666 0.768
H -0.323477 2.243256 1.034783 0.009 -0.455 -0.309
H -1.656547 1.968796 -1.900487 0.512 -0.161 -1.140
H -0.330177 1.157236 -2.822967 -0.523 0.006 0.169